(1)
C22H21F2 as an isolated structure, computed with ωB97M-V/def2-TZVPD.

Each line ends with the Löwdin charge.
Geometry (Å):
F  -3.45754  4.22410  0.49439  0.048
C  -3.64036  2.90606  0.84479  -0.228
C  -4.92987  2.44580  1.11153  0.020
C  -5.09596  1.10997  1.50538  -0.051
C  -3.99518  0.28603  1.65629  -0.037
C  -2.69392  0.78771  1.46249  -0.208
C  -1.62307  -0.11495  1.82063  -0.041
C  -0.30337  0.02390  1.62132  -0.092
C  0.42952  0.24095  0.32184  -0.125
C  1.31892  1.47033  0.34818  -0.208
C  1.80398  1.94309  1.56948  0.046
C  2.89589  2.81449  1.56419  -0.226
F  3.51191  3.11192  2.75035  0.059
C  3.40976  3.37015  0.39453  0.015
C  2.74170  3.07586  -0.79841  -0.051
C  1.68992  2.15178  -0.82840  -0.027
C  -2.50668  2.10426  0.96196  0.073
H  -5.77389  3.12296  0.98711  0.130
H  -6.09643  0.73574  1.73073  0.119
H  -4.11689  -0.74118  2.01509  0.120
H  -1.93372  -1.01455  2.35858  0.130
H  0.37042  -0.19321  2.46024  0.124
H  -0.25584  0.35263  -0.51908  0.136
H  1.38768  1.60443  2.52292  0.128
H  4.29276  4.01302  0.42215  0.133
H  3.04810  3.57237  -1.72197  0.119
H  1.12959  1.94328  -1.74499  0.124
H  -1.50392  2.49255  0.79925  0.126
C  2.48104  -3.16589  -1.32904  -0.176
C  2.14409  -1.65970  -1.34222  -0.144
C  0.87861  -1.36644  -0.59140  -0.123
C  -0.30657  -2.02729  -0.84612  0.017
C  -0.57356  -3.19582  -1.65785  -0.056
C  0.27850  -3.98927  -2.35843  -0.022
C  1.76589  -3.89123  -2.45146  -0.190
H  3.54678  -3.31111  -1.46978  0.118
H  2.25379  -3.63234  -0.36920  0.130
H  2.93455  -1.10504  -0.80542  0.128
H  2.14631  -1.29248  -2.39179  0.141
H  1.21713  -0.98596  0.48844  0.190
H  -1.21778  -1.62826  -0.37846  0.123
H  -1.63852  -3.48264  -1.69450  0.118
H  -0.15530  -4.79273  -2.98684  0.131
H  2.01338  -3.39228  -3.39787  0.134
H  2.12813  -4.92099  -2.52864  0.127

Its total charge is +1. For the frontier orbital gap, the calculation gives 6.6 eV. The value obtained for the largest force on an atom is 4.689 eV/Å. The calculation puts the molecular weight at 323.406 g/mol. The relative energy (zero: lowest compared OMol25 entry of this formula, charge and spin) is 59.3 kcal/mol. Its total energy is -28577.6942 eV.

---

(2)
A 2-piece molecular cluster, CHN3O2P overall, computed with ωB97M-V/def2-TZVPD.

Each line ends with the Löwdin charge.
Geometry (Å):
C  0.29125  -1.13865  1.88106  -0.339
N  0.21946  -1.31465  3.04663  0.108
N  0.60639  -0.90439  -0.48487  0.132
N  0.29401  -1.41116  0.60269  -0.018
O  -0.47994  1.20670  -2.61915  -0.611
O  -1.98300  -0.82613  -2.83465  -0.609
P  -0.65649  -0.19212  -3.08805  0.319
H  0.57317  0.07607  -0.63833  0.017

Its total charge is -1. For the frontier orbital gap, the calculation gives 5.7 eV. The value obtained for the largest force on an atom is 3.261 eV/Å. The calculation puts the molecular weight at 118.012 g/mol. The relative energy (zero: lowest compared OMol25 entry of this formula, charge and spin) is 78.6 kcal/mol. Its total energy is -18906.9054 eV.

---

(3)
C6H22N8O5Tl as an isolated structure, computed with ωB97M-V/def2-TZVPD.

Each line ends with the Löwdin charge.
Geometry (Å):
Tl  -1.15155  0.04047  -0.79384  1.370
C  -1.99727  0.28884  4.05109  -0.023
C  -2.69633  -0.64618  2.97696  -0.207
O  -1.79256  -0.99207  1.92500  -0.148
H  -0.94052  0.18342  4.29659  0.068
H  -2.50914  0.03597  4.97961  0.097
H  -2.14635  1.32070  3.73305  0.064
H  -3.64662  -0.22980  2.64279  0.137
H  -2.88763  -1.61939  3.42902  0.125
H  -1.53946  -1.89220  2.14251  0.106
C  -1.66788  -2.35999  -4.09365  -0.742
O  -1.67933  -1.58187  -3.15448  -0.017
N  -2.28415  -2.15866  -5.17820  0.255
N  -0.75750  -3.23567  -4.24104  0.213
H  -2.13420  -2.83394  -5.91415  0.154
H  -2.90438  -1.37306  -5.31330  0.163
H  -0.71134  -3.78823  -5.08523  0.144
H  -0.08508  -3.56230  -3.56187  0.125
C  1.90499  -0.98045  -2.85717  -0.669
O  1.14931  -0.06608  -2.52193  0.029
N  1.91566  -2.11660  -2.23850  0.225
N  2.76036  -0.97620  -3.86993  0.245
H  2.14354  -2.93892  -2.77884  0.140
H  1.49419  -2.22262  -1.32678  0.136
H  3.36625  -1.75758  -4.07594  0.147
H  2.93282  -0.11080  -4.36131  0.150
C  2.21271  0.73896  1.40933  -0.769
O  1.51096  0.64306  0.40259  0.064
N  1.88912  0.47433  2.57274  0.240
N  3.33597  1.31830  1.38512  0.255
H  0.92925  0.24472  2.78731  0.133
H  2.64603  0.70749  3.19949  0.157
H  3.91676  1.21979  2.20554  0.156
H  3.69493  1.65562  0.50338  0.165
C  -0.63684  3.05970  1.92017  -0.717
O  -0.76084  2.00857  1.36843  0.024
N  0.34913  3.38480  2.70039  0.234
N  -1.44706  4.06882  1.68324  0.227
H  1.18721  2.84625  2.86680  0.117
H  0.27535  4.25268  3.21170  0.146
H  -2.04014  3.99759  0.86882  0.144
H  -1.19853  4.95245  2.10459  0.142

Its total charge is +3. For the frontier orbital gap, the calculation gives 2.8 eV. The value obtained for the largest force on an atom is 7.231 eV/Å. The calculation puts the molecular weight at 490.676 g/mol. Its total energy is -33399.3054 eV.

---

(4)
C16H19ClN2O as an isolated structure, computed with ωB97M-V/def2-TZVPD.

Each line ends with the Löwdin charge.
Geometry (Å):
C  4.38438  2.28186  1.56394  -0.056
C  2.85462  2.34150  1.56378  -0.295
C  2.25682  3.41882  1.87389  -0.068
C  0.86530  3.61224  2.04740  -0.113
C  0.10255  2.66925  1.73777  -0.082
C  0.75773  1.35448  1.59997  -0.027
C  0.00932  0.16888  1.47070  0.102
C  0.81875  -1.04408  0.83862  -0.113
C  2.24297  -0.94328  0.80339  -0.613
N  2.79212  0.11754  1.05667  0.102
C  2.34896  1.09061  1.44518  -0.273
Cl  3.25557  -2.37928  0.42421  0.641
C  -0.05795  -2.18058  0.50770  -0.252
N  0.10657  -2.84464  -0.77349  -0.047
H  1.10417  -2.88353  -1.13122  0.098
C  -0.50261  -1.80342  -1.60031  -0.179
C  -2.14883  -1.89478  -1.82543  -0.488
C  -2.88106  -1.07428  -0.83027  -0.155
H  -3.13902  -1.75167  -0.13411  0.088
C  -4.03027  -0.76645  -1.68103  -0.179
H  -4.41618  0.29356  -1.54551  0.142
C  -3.28697  -0.70016  -2.97480  -0.262
H  -4.00588  -0.87726  -3.95386  0.157
O  -2.42431  -1.75168  -3.01062  -0.049
H  -2.65312  0.27985  -3.50194  0.185
H  -4.83385  -1.53850  -1.84609  0.149
H  -2.38184  -0.07416  -0.64136  0.155
H  -2.15202  -3.19961  -1.74765  0.208
H  -0.08566  -2.03327  -2.59132  0.118
H  -0.31746  -0.77414  -1.48348  0.091
H  -0.96387  -2.33329  0.82373  0.055
H  0.50389  -3.10056  1.09966  0.167
H  -1.00272  0.02124  1.36967  0.062
H  -0.96460  2.63362  1.95678  0.123
H  0.42192  4.60214  2.38995  0.143
H  2.94573  4.25978  2.16936  0.137
H  4.96715  3.32793  1.59344  0.107
H  4.75242  1.46475  2.41140  0.141
H  4.75727  2.01058  0.52531  0.080

For the frontier orbital gap, the calculation gives 8.3 eV. The value obtained for the largest force on an atom is 18.541 eV/Å. The calculation puts the molecular weight at 290.794 g/mol. The relative energy (zero: lowest compared OMol25 entry of this formula, charge and spin) is 266.0 kcal/mol. Its total energy is -34439.3938 eV.

---

(5)
An isolated ion of composition C3H2NO2S and charge -1, computed with ωB97M-V/def2-TZVPD.

Each line ends with the Löwdin charge.
Geometry (Å):
C  1.34523  -2.19450  -0.82425  -0.405
C  -0.31385  -0.12923  -0.21855  0.073
C  1.03445  -1.36614  0.21793  -0.322
N  1.62668  -2.92924  -1.64799  0.114
O  1.11998  -0.45257  2.69898  -0.537
O  2.54263  -2.45286  2.10241  -0.548
S  1.20258  -1.74349  1.98177  0.634
H  -0.56702  0.43569  0.68529  -0.018
H  -1.06740  -0.28185  -1.04226  0.008

Its total charge is -1. For the frontier orbital gap (alpha / beta), the calculation gives 7.2 / 6.7 eV. The value obtained for the largest force on an atom is 6.762 eV/Å. The calculation puts the molecular weight at 116.121 g/mol. The relative energy (zero: lowest compared OMol25 entry of this formula, charge and spin) is 114.9 kcal/mol. Its total energy is -19560.2250 eV.

---

(6)
C33H40GeN2O6PtSSi as an isolated structure, computed with ωB97M-V/def2-TZVPD.

Each line ends with the Löwdin charge.
Geometry (Å):
Pt  -0.60583  1.04843  -0.38639  1.101
C  -7.06712  -0.94525  4.86401  -0.060
C  -5.98412  -0.94964  3.81694  -0.282
C  -4.73467  -0.39182  4.08048  -0.043
C  -3.77040  -0.30652  3.08959  -0.055
C  -4.04985  -0.78366  1.81515  -0.275
C  -5.27282  -1.37325  1.54442  -0.046
C  -6.23044  -1.45773  2.54576  -0.043
S  -2.84837  -0.55395  0.52216  0.534
O  -3.54586  -0.75739  -0.72530  -0.309
O  -1.78461  -1.49066  0.82787  -0.348
N  -2.30283  0.92873  0.78778  -0.360
C  -3.28988  1.98332  0.54505  -0.184
C  -2.96287  2.78413  -0.70397  -0.637
O  -3.79613  3.54714  -1.16334  0.036
O  -1.74869  2.63755  -1.14555  -0.202
H  -6.64815  -0.89819  5.86916  0.071
H  -7.69413  -1.83427  4.78814  0.073
H  -7.71323  -0.07416  4.73178  0.081
H  -4.52403  -0.00036  5.06984  0.108
H  -2.80388  0.14448  3.28118  0.107
H  -5.46658  -1.74475  0.54642  0.112
H  -7.19375  -1.90708  2.33052  0.110
H  -3.27443  2.70200  1.36936  0.123
H  -4.30277  1.59278  0.44856  0.117
C  -0.91723  2.05595  -4.30719  -0.151
Si  0.52419  2.46382  -3.19395  0.300
C  0.41089  4.24380  -2.62848  -0.159
C  2.10963  2.35138  -4.19291  -0.149
O  0.58455  1.36620  -1.97149  -0.611
H  -0.97461  2.70788  -5.18344  0.027
H  -1.84088  2.16264  -3.73294  0.026
H  -0.84546  1.01810  -4.64678  0.026
H  0.31228  4.91288  -3.48874  0.030
H  1.29948  4.54343  -2.06398  0.017
H  -0.46278  4.37092  -1.99062  0.017
H  2.17686  3.20522  -4.87406  0.029
H  2.14980  1.43592  -4.78649  0.015
H  2.98785  2.36689  -3.53942  0.025
C  5.17457  3.04029  -0.54871  -0.108
C  5.46535  1.71649  -0.84324  -0.098
C  4.43566  0.78737  -0.94991  -0.128
C  3.10399  1.16868  -0.78538  -0.276
C  2.82974  2.50003  -0.46823  -0.111
C  3.85539  3.42802  -0.35054  -0.089
Ge  1.68062  -0.18475  -0.93359  0.965
C  1.68500  -1.04604  -2.69562  -0.279
C  2.75386  -0.91338  -3.57822  -0.115
C  2.70488  -1.48278  -4.84560  -0.102
C  1.58178  -2.18966  -5.25043  -0.107
C  0.50840  -2.33139  -4.37995  -0.093
C  0.56065  -1.76190  -3.11486  -0.109
C  2.51390  -1.61209  0.20581  -0.298
C  2.27330  -2.96167  -0.05781  -0.103
C  2.71568  -3.95482  0.80994  -0.101
C  3.40118  -3.60916  1.96664  -0.113
C  3.65768  -2.27087  2.24028  -0.092
C  3.20939  -1.28408  1.37172  -0.125
H  5.97441  3.76690  -0.46860  0.092
H  6.49347  1.40459  -0.98632  0.094
H  4.67451  -0.25170  -1.15362  0.100
H  1.80102  2.80221  -0.32119  0.083
H  3.62685  4.45867  -0.10516  0.099
H  3.62915  -0.34581  -3.28479  0.089
H  3.54065  -1.35831  -5.52447  0.097
H  1.53594  -2.61340  -6.24636  0.092
H  -0.37517  -2.87430  -4.69366  0.097
H  -0.29341  -1.85433  -2.45036  0.104
H  1.73612  -3.23795  -0.95930  0.095
H  2.52491  -4.99726  0.58316  0.096
H  3.73276  -4.37925  2.65316  0.093
H  4.20315  -1.99617  3.13586  0.097
H  3.39735  -0.24084  1.60249  0.108
C  0.07074  -0.43785  4.52342  -0.042
N  0.22783  -1.30842  3.38169  -0.165
C  0.05058  -2.72818  3.58795  -0.044
C  0.38828  -0.81323  2.14213  -0.394
O  0.46253  0.38735  1.89150  -0.086
H  0.82992  -0.66475  5.27706  0.086
H  -0.91676  -0.57267  4.97521  0.083
H  0.18518  0.59092  4.19283  0.087
H  0.64608  -3.05671  4.44274  0.085
H  0.37841  -3.26954  2.70248  0.084
H  -1.00170  -2.96535  3.77373  0.090
H  0.46706  -1.58781  1.38697  0.089

Its total charge is -1. Its expectation value of S² is 0.7696. For the frontier orbital gap (alpha / beta), the calculation gives 7.0 / 7.0 eV. The value obtained for the largest force on an atom is 1.223 eV/Å. The multiplicity is 2. The calculation puts the molecular weight at 888.532 g/mol. The relative energy (zero: lowest compared OMol25 entry of this formula, charge and spin) is 34.1 kcal/mol. Its total energy is -128614.0806 eV.

---

Q: Which of these has the lowest molecular weight?
A: C3H2NO2S

---

Q: Which of these has the highest molecular weight?
A: C33H40GeN2O6PtSSi

---

Q: Number 3 is which compound?
A: C6H22N8O5Tl

---

Q: What is the molecular weight in the sixth record?
A: 888.532 g/mol